Record 1
Below is a molecular structure, C31H65AsCoN10O in a non-equilibrium geometry, with properties calculated with ωB97M-V/def2-TZVPD.

Geometry as ORCA input:
```
! wB97M-V def2-TZVPD RIJCOSX def2/J DEFGRID3
* xyz 2 2
Co 0.36 0.80 -0.16
C 4.63 0.82 -0.05
N 3.85 0.03 0.91
C 4.56 -1.17 1.36
C 3.05 0.73 1.84
N 1.96 1.27 1.38
C 1.32 2.32 2.18
C -0.09 1.90 2.53
N -0.87 1.71 1.29
C -1.98 0.77 1.50
C -2.47 0.09 0.24
N -1.45 -0.04 -0.81
C -1.73 -0.93 -1.74
N -2.80 -1.80 -1.59
C -2.57 -3.23 -1.61
C -4.19 -1.37 -1.67
N -1.02 -1.08 -2.89
C -1.54 -1.88 -3.99
C 0.15 -0.31 -3.26
C -1.30 3.03 0.77
C -1.40 3.03 -0.74
N -0.14 2.53 -1.28
C 0.22 2.97 -2.47
N 1.49 2.82 -2.92
C 1.83 2.75 -4.33
C 2.62 2.64 -2.03
N -0.66 3.58 -3.32
C -0.31 4.76 -4.09
C -1.99 3.05 -3.54
N 3.47 0.73 3.13
C 4.88 0.87 3.48
C 2.57 0.62 4.27
H 5.65 0.99 0.32
H 4.16 1.78 -0.21
H 4.71 0.28 -0.99
H 5.54 -0.96 1.78
H 4.70 -1.82 0.50
H 3.96 -1.70 2.11
H 1.29 3.22 1.55
H 1.87 2.58 3.08
H -0.57 2.63 3.19
H -0.05 0.94 3.05
H -2.82 1.28 1.98
H -1.62 0.00 2.18
H -2.85 -0.89 0.53
H -3.31 0.66 -0.17
H -1.50 -3.44 -1.54
H -2.96 -3.71 -2.52
H -3.07 -3.68 -0.75
H -4.25 -0.31 -1.89
H -4.72 -1.57 -0.74
H -4.69 -1.91 -2.48
H -2.62 -2.01 -3.91
H -1.07 -2.86 -4.04
H -1.33 -1.36 -4.93
H 0.85 -0.95 -3.79
H 0.63 0.10 -2.38
H -0.13 0.51 -3.92
H -0.57 3.78 1.07
H -2.26 3.31 1.21
H -1.58 4.06 -1.08
H -2.24 2.41 -1.05
H 0.95 2.60 -4.94
H 2.51 1.91 -4.49
H 2.34 3.66 -4.67
H 2.30 2.66 -1.00
H 3.36 3.43 -2.20
H 3.11 1.68 -2.24
H 0.66 5.13 -3.80
H -1.05 5.54 -3.90
H -0.31 4.56 -5.17
H -2.11 2.09 -3.05
H -2.14 2.90 -4.62
H -2.77 3.73 -3.19
H 5.48 1.09 2.60
H 5.26 -0.04 3.96
H 4.99 1.70 4.17
H 2.98 -0.13 4.95
H 1.59 0.29 3.94
H 2.48 1.56 4.82
C 2.33 -1.55 -1.67
O 1.80 -0.80 -0.58
H 3.03 -2.30 -1.31
H 2.85 -0.91 -2.39
H 1.51 -2.06 -2.17
H 2.56 -0.48 -0.03
C 0.68 -2.39 3.48
As -0.08 -2.33 1.66
C 1.17 -3.65 0.89
C -1.53 -3.65 1.91
C -2.86 -3.17 2.42
C -2.98 -2.11 3.30
C -4.21 -1.74 3.82
C -5.36 -2.43 3.45
C -5.26 -3.49 2.56
C -4.02 -3.85 2.04
H 0.53 -3.38 3.91
H 0.22 -1.66 4.13
H 1.76 -2.20 3.44
H 1.08 -4.61 1.40
H 2.19 -3.29 1.00
H 0.96 -3.79 -0.17
H -1.13 -4.41 2.60
H -1.66 -4.15 0.95
H -2.08 -1.57 3.61
H -4.28 -0.91 4.52
H -6.32 -2.15 3.87
H -6.15 -4.03 2.27
H -3.96 -4.68 1.35
*
```

Output
<S²>: 0.76
Orbital gap (spin up / spin down), Eh: 0.280 / 0.316
HOMO energy (spin up / spin down), Eh: -0.476 / -0.477

Mulliken atomic charge list, values in e, 8 entries: Co 0.945; C -1.146; N 0.237; C -1.116; C -0.466; N 0.293; C -1.431; C -0.345



Record 2
Below is a molecular structure, C9H10LaN2 in a non-equilibrium geometry, with properties calculated with ωB97M-V/def2-TZVPD.

Geometry as ORCA input:
```
! wB97M-V def2-TZVPD RIJCOSX def2/J DEFGRID3
* xyz -1 1
C 0.12 -1.41 -1.05
C -1.20 -1.51 -0.51
C -1.15 -2.36 0.63
C 0.20 -2.77 0.82
C 0.98 -2.19 -0.22
La 0.43 -0.02 1.26
C -1.52 2.53 -0.73
C -0.64 2.93 -1.64
C 0.41 3.00 -2.44
N 2.49 0.32 1.25
H -2.02 -2.73 1.19
H -2.11 -1.11 -0.97
H 0.55 -3.49 1.56
H 2.06 -2.31 -0.35
H 0.40 -0.86 -1.95
H -2.50 2.20 -1.05
H 2.97 1.07 0.70
H -1.29 2.63 0.34
H 0.36 3.37 -3.49
H 1.39 2.68 -2.03
N 0.00 0.08 4.92
C 0.05 -0.05 3.76
*
```

Output
Orbital gap (spin up / spin down), Eh: 0.181 / 0.181
HOMO energy (spin up / spin down), Eh: -0.110 / -0.110

Mulliken atomic charge list, values in e, 8 entries: C -0.547; C -0.446; C -0.498; C -0.495; C -0.546; La 0.872; C -0.803; C 0.435



Record 3
Below is 2 unconnected molecules or ions with the total composition CCl3FOS in a non-equilibrium geometry, with properties calculated with ωB97M-V/def2-TZVPD.

Geometry as ORCA input:
```
! wB97M-V def2-TZVPD RIJCOSX def2/J DEFGRID3
* xyz 0 1
C 1.87 -0.35 -1.14
O -2.39 -1.28 1.06
F 3.14 -0.35 -1.40
S -1.75 -0.35 0.19
Cl 1.69 -0.65 0.51
Cl -1.91 1.42 1.04
Cl -2.92 0.18 -1.39
*
```

Output
Orbital gap, Eh: 0.361
HOMO energy, Eh: -0.389

Now the natural (NBO) charges, all in e: C 0.305; O -0.867; F -0.306; S 1.277; Cl 0.003; Cl -0.187; Cl -0.224



Record 4
Below is a molecular structure, C12H26F5NO2Si2 in a non-equilibrium geometry, with properties calculated with ωB97M-V/def2-TZVPD.

Geometry as ORCA input:
```
! wB97M-V def2-TZVPD RIJCOSX def2/J DEFGRID3
* xyz 0 1
C 2.18 3.30 0.47
O 3.50 2.81 0.15
C 3.76 1.50 0.71
C 4.06 0.42 -0.46
C 2.67 0.25 -1.29
C 2.60 -1.22 -1.92
C 1.16 -1.67 -2.44
Si -0.17 -1.92 -1.09
C -0.89 -0.23 -0.45
C -2.38 -0.02 -1.09
C -3.47 0.31 0.06
C -4.95 0.22 -0.56
F -5.04 0.87 -1.81
F -5.24 -1.15 -0.79
C -6.08 0.79 0.41
F -6.22 2.17 0.17
F -5.68 0.62 1.74
F -7.34 0.22 0.21
O 0.27 -3.01 0.18
Si 1.22 -2.30 1.43
C 0.22 -1.46 2.84
N 0.53 0.03 2.81
H 1.71 3.67 -0.51
H 2.21 4.18 1.19
H 1.47 2.51 0.88
H 3.00 1.14 1.46
H 4.76 1.60 1.28
H 4.92 0.77 -1.11
H 4.26 -0.55 0.09
H 2.64 1.09 -2.05
H 1.85 0.41 -0.50
H 3.07 -1.97 -1.19
H 3.30 -1.21 -2.83
H 0.77 -0.88 -3.17
H 1.27 -2.63 -3.05
H -1.32 -2.56 -1.78
H -0.29 0.66 -0.83
H -1.05 -0.22 0.68
H -2.35 0.92 -1.75
H -2.70 -0.87 -1.76
H -3.37 1.37 0.46
H -3.35 -0.48 0.87
H 2.23 -1.35 0.96
H 1.97 -3.41 2.06
H -0.90 -1.66 2.82
H 0.65 -1.84 3.83
H -0.38 0.52 2.77
H 0.94 0.24 1.88
*
```

Output
Orbital gap, Eh: 0.371
HOMO energy, Eh: -0.355

natural (NBO) atomic charge list, values in e, 8 entries: C -0.260; O -0.557; C -0.069; C -0.420; C -0.424; C -0.408; C -0.900; Si 1.655



Record 5
Below is 2 unconnected molecules or ions with the total composition CH5NOS in a non-equilibrium geometry, with properties calculated with ωB97M-V/def2-TZVPD.

Geometry as ORCA input:
```
! wB97M-V def2-TZVPD RIJCOSX def2/J DEFGRID3
* xyz 0 1
C -0.13 -0.75 -0.30
N -0.38 1.25 0.45
O 0.11 -2.00 0.33
S 1.08 2.06 0.46
H 0.72 -0.26 -0.85
H 1.06 2.17 -0.84
H -1.09 -0.77 -0.91
H -0.66 0.88 1.33
H -0.71 -2.59 0.32
*
```

Output
Orbital gap (spin up / spin down), Eh: 0.297 / 0.297
HOMO energy (spin up / spin down), Eh: -0.284 / -0.284

natural (NBO) atomic charge list, values in e, 8 entries: C 0.075; N -0.865; O -0.693; S 0.209; H 0.174; H 0.086; H 0.164; H 0.360



Record 6
Below is a molecular structure, C14H13N3O6Os in a non-equilibrium geometry, with properties calculated with ωB97M-V/def2-TZVPD.

Geometry as ORCA input:
```
! wB97M-V def2-TZVPD RIJCOSX def2/J DEFGRID3
* xyz 1 2
Os -0.38 0.00 -0.39
O -3.47 0.01 2.10
C -2.43 -0.05 1.52
O -2.30 -0.19 0.19
C -1.10 0.03 2.29
C -0.91 0.05 3.65
C 0.39 0.08 4.14
C 1.48 0.09 3.27
C 1.24 0.08 1.91
N -0.03 0.06 1.49
C 2.24 0.05 0.76
O 3.41 -0.16 0.97
O 1.70 0.22 -0.43
H -1.78 0.03 4.30
H 0.57 0.09 5.21
H 2.51 0.09 3.62
C -0.04 4.28 -0.85
C 0.39 2.90 -1.24
N 1.58 2.71 -1.76
O -0.42 1.94 -1.08
H 0.40 5.04 -1.50
H 0.30 4.45 0.17
H -1.12 4.34 -0.88
H 2.21 3.49 -1.88
H 1.95 1.78 -1.86
O -0.08 -2.01 -0.51
N 1.13 -2.47 -0.88
C 1.43 -2.50 -2.19
C 2.63 -3.01 -2.60
C 3.53 -3.50 -1.66
C 3.18 -3.47 -0.32
C 1.96 -2.95 0.05
H 0.66 -2.11 -2.84
H 2.86 -3.03 -3.66
H 4.48 -3.90 -1.97
H 3.85 -3.84 0.45
H 1.60 -2.90 1.07
*
```

Output
<S²>: 0.75
Orbital gap (spin up / spin down), Eh: 0.295 / 0.276
HOMO energy (spin up / spin down), Eh: -0.430 / -0.421

natural (NBO) atomic charge list, values in e, 8 entries: Os 1.453; O -0.526; C 0.742; O -0.693; C 0.083; C -0.166; C -0.152; C -0.178



Record 7
Below is a molecular structure, C61H99NO14 in a non-equilibrium geometry, with properties calculated with ωB97M-V/def2-TZVPD.

Geometry as ORCA input:
```
! wB97M-V def2-TZVPD RIJCOSX def2/J DEFGRID3
* xyz 0 1
C -19.64 -8.83 17.05
N -19.11 -10.20 17.04
O -17.98 -10.39 17.45
O -19.84 -11.14 16.95
H -20.71 -8.98 16.92
H -19.23 -8.24 16.23
H -19.51 -8.48 18.07
C -23.84 -10.45 15.23
O -22.54 -10.92 15.30
C -22.29 -12.21 14.72
C -22.13 -13.15 15.96
O -23.33 -13.29 16.65
C -23.21 -14.25 17.66
H -23.94 -9.63 15.95
H -24.52 -11.29 15.34
H -23.98 -10.06 14.22
H -21.47 -11.89 14.08
H -23.11 -12.52 14.08
H -21.27 -12.67 16.43
H -21.88 -14.16 15.63
H -23.08 -15.24 17.23
H -24.10 -14.23 18.29
H -22.31 -14.10 18.25
C -16.61 -8.77 17.42
O -16.76 -8.57 18.83
C -17.29 -7.36 19.30
C -18.71 -6.89 19.06
O -19.65 -7.86 19.45
C -19.75 -8.11 20.87
H -15.65 -8.31 17.19
H -17.49 -8.45 16.86
H -16.52 -9.85 17.31
H -16.57 -6.62 18.95
H -17.08 -7.56 20.35
H -18.82 -6.68 17.99
H -18.92 -6.01 19.66
H -18.83 -8.36 21.39
H -20.50 -8.85 21.17
H -20.11 -7.20 21.34
C -21.92 -3.99 13.32
O -22.46 -4.67 14.39
C -22.07 -4.24 15.68
C -22.86 -5.06 16.66
O -24.23 -4.65 16.57
C -25.09 -5.43 17.28
H -22.39 -4.24 12.37
H -20.85 -4.15 13.37
H -21.83 -2.93 13.56
H -22.23 -3.20 15.97
H -21.00 -4.29 15.85
H -22.52 -4.87 17.68
H -22.65 -6.12 16.59
H -26.12 -5.26 16.95
H -25.00 -5.45 18.36
H -24.99 -6.43 16.87
C -24.22 -8.42 21.79
O -22.90 -8.30 21.43
C -22.17 -9.41 20.93
C -22.00 -10.50 21.98
O -21.07 -10.36 23.07
C -19.75 -10.74 22.63
H -24.50 -7.45 22.21
H -24.55 -8.92 22.70
H -24.84 -8.69 20.93
H -21.20 -9.03 20.61
H -22.69 -9.70 20.01
H -21.83 -11.46 21.48
H -23.03 -10.62 22.34
H -19.00 -10.67 23.43
H -19.36 -10.23 21.75
H -19.80 -11.79 22.33
C -25.21 -8.37 16.21
O -25.38 -7.06 15.64
C -24.99 -7.06 14.22
C -24.97 -5.59 13.60
O -26.37 -5.18 13.29
C -26.56 -3.81 13.02
H -24.20 -8.76 16.30
H -25.83 -9.09 15.68
H -25.61 -8.38 17.23
H -25.59 -7.65 13.53
H -24.00 -7.50 14.06
H -24.41 -5.49 12.68
H -24.67 -4.86 14.36
H -26.32 -3.64 11.97
H -25.87 -3.15 13.54
H -27.59 -3.45 13.14
C -19.92 -11.41 18.99
O -19.34 -11.57 20.33
C -18.10 -10.93 20.45
C -17.60 -10.87 21.94
O -16.18 -10.39 21.89
C -16.04 -9.02 21.55
H -19.52 -12.08 18.23
H -19.94 -10.39 18.62
H -20.97 -11.72 19.01
H -18.33 -9.91 20.16
H -17.39 -11.30 19.71
H -17.86 -11.71 22.58
H -18.18 -10.13 22.48
H -16.58 -8.32 22.18
H -16.16 -8.86 20.48
H -15.01 -8.76 21.79
C -22.94 -12.98 20.94
C -23.86 -12.77 21.91
C -24.63 -11.67 21.77
C -24.59 -10.91 20.62
C -23.61 -11.12 19.69
C -22.77 -12.15 19.87
H -22.30 -13.83 21.16
H -23.96 -13.51 22.69
H -25.40 -11.51 22.50
H -25.25 -10.09 20.40
H -23.55 -10.50 18.81
H -21.96 -12.28 19.16
C -26.65 -10.12 18.08
C -27.68 -10.01 18.98
C -27.45 -9.33 20.20
C -26.19 -8.79 20.47
C -25.16 -8.98 19.56
C -25.39 -9.64 18.37
H -26.96 -10.62 17.18
H -28.63 -10.48 18.82
H -28.19 -9.20 20.97
H -26.02 -8.06 21.25
H -24.16 -8.65 19.81
H -24.56 -9.78 17.69
C -22.18 -9.88 18.34
C -23.24 -9.35 17.66
C -23.30 -7.95 17.54
C -22.40 -7.12 18.25
C -21.36 -7.66 19.03
C -21.20 -9.05 18.97
H -22.14 -10.95 18.43
H -24.07 -9.93 17.28
H -24.18 -7.58 17.03
H -22.60 -6.06 18.23
H -20.55 -7.10 19.47
H -20.42 -9.62 19.47
C -24.44 -6.60 19.36
C -25.39 -6.72 18.44
C -26.59 -6.09 18.69
C -26.82 -5.61 20.00
C -25.80 -5.48 20.89
C -24.54 -5.88 20.54
H -23.44 -6.98 19.21
H -25.23 -7.18 17.48
H -27.43 -6.28 18.04
H -27.85 -5.32 20.19
H -26.03 -5.14 21.89
H -23.73 -5.83 21.25
C -23.15 -4.74 22.31
C -22.79 -6.08 22.42
C -22.07 -6.62 21.39
C -21.67 -5.80 20.26
C -22.04 -4.45 20.19
C -22.77 -3.93 21.25
H -23.59 -4.33 23.21
H -23.17 -6.63 23.27
H -21.78 -7.66 21.40
H -20.97 -6.21 19.54
H -21.67 -3.88 19.35
H -23.14 -2.92 21.14
C -20.39 -5.49 18.14
C -20.19 -6.57 17.24
C -19.46 -6.41 16.09
C -19.07 -5.08 15.78
C -19.46 -3.99 16.59
C -20.10 -4.20 17.82
H -20.88 -5.72 19.07
H -20.46 -7.58 17.51
H -19.06 -7.21 15.49
H -18.50 -4.97 14.87
H -19.26 -3.00 16.22
H -20.33 -3.35 18.45
*
```

Output
Orbital gap, Eh: 0.228
HOMO energy, Eh: -0.226

Mulliken atomic charge list, values in e, 8 entries: C -0.868; N 0.671; O -0.529; O -0.614; H 0.018; H 0.172; H 1.078; C -0.165



Record 8
Below is a molecular structure, C30H42BHfN8O2 in a non-equilibrium geometry, with properties calculated with ωB97M-V/def2-TZVPD.

Geometry as ORCA input:
```
! wB97M-V def2-TZVPD RIJCOSX def2/J DEFGRID3
* xyz 1 1
Hf 0.15 0.21 -0.22
C 1.33 -3.56 -0.78
C 1.13 -2.97 0.58
C 1.50 -3.54 1.79
C 1.11 -2.65 2.76
C 1.23 -2.74 4.25
N 0.53 -1.59 2.16
N 0.55 -1.79 0.79
B -0.53 -0.65 2.82
N -1.85 -0.80 2.06
N -1.95 -0.39 0.75
C -3.22 -0.58 0.39
C -3.79 -0.21 -0.94
C -3.94 -1.13 1.44
C -3.04 -1.26 2.48
C -3.24 -1.79 3.86
N -0.12 0.84 2.80
N -0.07 1.52 1.60
C -0.18 2.82 1.89
C -0.29 3.87 0.84
C -0.24 3.00 3.26
C -0.22 1.73 3.81
C -0.31 1.31 5.23
H 1.70 -4.57 -0.68
H 0.40 -3.57 -1.34
H 2.06 -3.00 -1.35
H 1.99 -4.48 1.94
H 1.92 -3.53 4.51
H 1.59 -1.81 4.68
H 0.26 -2.96 4.70
H -0.67 -0.98 3.95
H -3.49 0.78 -1.26
H -3.52 -0.93 -1.72
H -4.87 -0.22 -0.87
H -4.98 -1.39 1.45
H -4.27 -2.12 3.98
H -2.59 -2.65 4.05
H -3.03 -1.04 4.62
H -0.11 3.48 -0.15
H -1.29 4.30 0.85
H 0.41 4.68 1.04
H -0.31 3.93 3.80
H -0.19 2.17 5.89
H -1.28 0.85 5.45
H 0.46 0.58 5.49
C 1.89 1.45 -2.54
C 2.18 0.17 -2.12
C 2.46 0.20 -0.70
C 2.40 1.59 -0.32
C 2.06 2.34 -1.44
C 1.97 3.82 -1.59
C 2.92 2.11 0.99
C 3.42 -0.73 0.00
C 2.27 -1.04 -3.01
C 1.48 1.87 -3.91
H 2.65 4.16 -2.37
H 2.22 4.36 -0.68
H 0.97 4.15 -1.90
H 4.01 2.21 0.96
H 2.70 1.43 1.82
H 2.51 3.08 1.25
H 3.20 -0.84 1.07
H 4.45 -0.38 -0.08
H 3.39 -1.74 -0.41
H 3.14 -1.65 -2.74
H 2.41 -0.74 -4.05
H 1.41 -1.70 -2.96
H 2.34 2.22 -4.51
H 0.77 2.69 -3.90
H 1.03 1.05 -4.48
C -2.20 -2.03 -5.22
N -1.83 -0.99 -4.24
C -2.15 0.30 -4.48
C -1.88 1.30 -3.61
C -1.22 0.88 -2.43
O -0.89 1.66 -1.44
N -0.88 -0.38 -2.20
C -1.23 -1.41 -3.04
O -1.05 -2.58 -2.81
H -2.13 -1.59 -6.21
H -3.20 -2.39 -5.02
H -1.49 -2.85 -5.13
H -2.65 0.47 -5.43
H -2.14 2.33 -3.78
*
```

Output
Orbital gap, Eh: 0.293
HOMO energy, Eh: -0.387

Mulliken atomic charge list, values in e, 8 entries: Hf 1.744; C -0.915; C 0.403; C -1.447; C 0.767; C -1.413; N 0.601; N -0.376



Number 1: DFT total energy -148602.1216 eV. Number 2: DFT total energy -13330.9858 eV. Number 3: DFT total energy -54201.2444 eV. Number 4: DFT total energy -47793.2989 eV. Number 5: DFT total energy -15487.0813 eV. Number 6: DFT total energy -33944.8780 eV. Number 7: DFT total energy -94924.3321 eV. Number 8: DFT total energy -49793.6581 eV.